C33H28CuF6NO8S2 | wB97M-V/def2-TZVPD

The calculation puts the highest occupied orbital energy at -1.769 eV. The gap between HOMO and LUMO is 6.2 eV. As for the energy relative to the best compared isomer or geometry (same formula, charge and spin): 0.000 eV. For the LUMO energy, the calculation gives 4.395 eV. Its net charge is -2. As for the total energy: -135159.8586 eV.

XYZ file:
```
79
Properties=species:S:1:pos:R:3:forces:R:3
Cu 0.2682 -0.3318 -1.4543 0.0941 0.1435 0.2567
C -1.0617 1.0576 4.3843 0.2919 -1.7852 0.3598
C 0.0613 0.9706 3.3216 -0.2039 0.8597 2.0600
C 1.4065 1.1195 3.9952 1.2268 1.0918 1.1952
O -0.1418 2.0344 2.4390 -0.3465 0.8256 -0.9683
C -0.6228 1.5539 1.1390 0.6040 0.2258 0.2790
C -0.9239 0.0755 1.5498 -0.3222 -1.2472 -0.4624
O 0.0402 -0.1526 2.5880 -0.5557 -1.9204 -1.3746
C -1.0779 -1.2999 0.7101 -0.4377 0.0336 -1.5704
O 0.0032 -1.6741 -0.0170 0.3411 0.2466 0.0870
C -1.4586 -2.4093 1.7072 0.3691 0.8618 0.0877
C -2.7043 -2.4598 2.3062 0.6385 0.0434 -1.4196
C -3.0706 -3.5786 2.9887 -2.2783 -0.4970 1.4334
C -2.2105 -4.6234 3.2319 1.5183 0.0577 0.1031
C -0.8760 -4.4910 2.7633 -3.0831 1.4392 -0.5742
C -0.5558 -3.4177 1.9491 0.5907 -0.3066 0.3281
C -2.3316 -1.2416 -0.3249 1.3614 2.2044 1.7893
C -3.0961 -0.0795 -0.3508 -0.8078 0.2589 0.0383
C -4.1016 0.0485 -1.3095 -1.3309 1.6136 -0.0388
C -4.3792 -0.9727 -2.1973 -0.6597 -0.3811 -0.2407
C -3.6064 -2.1379 -2.1239 -0.2101 -0.3818 -0.4806
C -2.5506 -2.2452 -1.2406 -0.0440 -0.2181 0.6955
C 0.3876 2.1396 0.0291 -0.9287 0.7356 -0.0837
O 0.2012 1.6130 -1.1900 -0.1445 -1.3067 -0.7915
C -0.0277 3.6264 -0.0869 -0.7830 -0.4186 -1.0812
C -0.3052 4.1200 -1.3631 0.0313 -0.1154 -0.5181
C -0.6167 5.4646 -1.5517 -0.1044 0.1690 -1.5086
C -0.7224 6.3345 -0.5042 0.3064 0.0362 1.0614
C -0.4811 5.7960 0.7569 -0.5159 1.2138 0.0671
C -0.2139 4.4795 0.9735 0.8552 -0.5173 0.7330
C 1.8683 2.1302 0.3808 1.4521 -1.4060 1.8177
C 2.5055 0.8775 0.5014 0.2753 -1.0878 -0.1111
C 3.8711 0.7076 0.7205 1.1027 1.5301 -0.4908
C 4.7064 1.8876 0.8050 -1.7924 -1.5944 0.1119
C 4.1032 3.1241 0.8144 -1.9607 -1.5330 0.0332
C 2.6806 3.2022 0.6985 0.0746 1.2047 -1.3349
H -0.9647 1.9397 4.9655 0.1408 1.0445 0.3787
H -1.0335 0.2066 5.1071 0.1966 0.3921 -0.5996
H -2.0325 1.0372 3.9299 -0.5416 0.1185 -0.3401
H 1.5347 2.2214 4.1834 0.1010 -0.9233 -0.3058
H 2.2237 0.7580 3.3572 -0.3048 0.2519 -0.0176
H 1.5539 0.6558 5.0134 -0.6637 0.0750 -1.0674
H -1.5949 2.0479 0.9053 0.6745 -0.2967 0.2396
H -1.9191 0.1324 2.0108 0.0461 0.2144 0.2767
H -3.4203 -1.7615 1.9352 -0.6223 0.5947 0.3699
H -4.1239 -3.6302 3.3725 0.9964 -0.1010 -0.3840
H -2.5609 -5.4858 3.7933 0.2125 0.0325 -0.0974
H -0.1841 -5.2337 2.8378 1.7454 -2.1280 0.5872
H 0.4111 -3.3765 1.4653 -0.0100 0.1677 -0.0460
H -3.0003 0.7012 0.4262 0.0743 -0.5362 -0.7941
H -4.7887 0.9689 -1.3788 1.3172 -1.3051 0.3682
H -5.2848 -0.8654 -2.8528 1.1890 -0.3149 0.4676
H -3.8175 -3.0103 -2.7350 -0.0883 0.2314 -0.2153
H -1.9298 -3.1248 -1.1081 -0.0640 -0.0773 -0.5342
H -0.2979 3.4333 -2.2234 0.2770 0.3235 0.6571
H -0.7319 5.8880 -2.5634 -0.1223 -0.5413 0.3495
H -0.9555 7.3935 -0.6136 0.1163 -0.2426 -0.1125
H -0.4703 6.4410 1.6025 -0.2407 0.5814 0.6756
H -0.0170 4.0938 1.9712 -0.1125 0.3197 -0.1302
H 1.8886 -0.0134 0.4058 0.0056 -0.0635 -0.0726
H 4.4336 -0.2552 0.7026 -1.0808 0.6067 0.1230
H 5.7567 1.7191 0.8888 0.6583 0.2677 0.0463
H 4.6637 3.9962 0.9228 0.8057 1.3843 0.1397
H 2.1749 4.1727 0.5914 0.7385 -0.1454 0.4359
F 4.9305 -4.1302 -2.3221 -1.0910 0.1855 0.2000
C 3.5923 -4.0488 -2.6004 0.4221 -0.6832 -0.7636
F 3.1529 -5.3034 -2.8474 0.4867 0.1374 0.0065
F 2.9006 -3.6215 -1.5696 0.3597 0.5122 0.4120
S 3.3424 -3.0297 -4.1378 1.0624 1.2541 0.3725
O 3.6858 -1.6424 -3.8267 -0.6251 -1.8492 -0.1938
O 4.1858 -3.6941 -5.1033 -0.5461 -0.0072 0.1973
N 1.8129 -3.4030 -4.3316 -0.4780 0.9113 -0.2776
S 0.6389 -2.3321 -4.2622 0.2056 0.1439 -0.1224
O -0.6103 -2.9591 -3.9841 -0.1516 -0.5321 0.5796
O 0.9425 -1.0728 -3.6349 0.0816 -0.2170 0.2207
C 0.3170 -1.8466 -6.0034 0.1408 -0.7967 -0.3859
F -0.3615 -2.8625 -6.6314 0.4681 1.1321 0.2241
F -0.4346 -0.7457 -5.9719 -0.0515 -0.2666 -0.5196
F 1.4245 -1.6056 -6.7250 -0.3521 0.0663 0.1646
```
Forces are in eV/Å.

Here are the Mulliken charges for atoms 1 to 8, given in e: -0.10 -1.90 1.58 -1.60 -0.20 -0.47 -1.22 -0.43